a.
Density functional theory data (ωB97M-V/def2-TZVPD) for a cluster of 2 separate species, C3H6IN2O in total.

Calculated values
Total charge ... +1
Frontier orbital gap (spin up / spin down) ... 9.430 / 4.882 eV

The geometry in XYZ format:
```
13
Properties=species:S:1:pos:R:3:mulliken_charge:R:1
I -0.611 -3.126 2.593 0.09
O 2.325 0.646 -0.006 -0.26
N 2.261 -0.711 0.300 0.01
N 0.217 0.187 0.059 0.22
C 1.050 1.181 -0.099 0.05
C -1.193 0.292 0.082 -0.75
C 0.926 -0.975 0.230 -0.56
H -1.344 1.407 0.264 0.31
H 0.726 2.214 -0.384 0.38
H 0.562 -1.940 0.373 0.65
H -1.600 -0.307 0.963 0.31
H 3.080 -1.210 0.106 0.27
H -1.790 0.049 -0.959 0.28
```

---

b.
Density functional theory data (ωB97M-V/def2-TZVPD) for the ion C3H6IN2O with charge +1.

Calculated values
Total charge ... +1
Frontier orbital gap ... 10.353 eV

The geometry in XYZ format:
```
13
Properties=species:S:1:pos:R:3:mulliken_charge:R:1
I -3.433 -0.148 -0.062 0.28
O -0.634 1.047 0.321 -0.37
N 0.755 -0.563 -0.178 -0.20
N 1.527 1.663 -0.197 -0.41
C 0.550 0.740 -0.029 0.62
C -0.464 -1.309 -0.238 -0.42
C -1.454 -0.440 0.583 -0.28
H 1.561 -1.009 -0.613 0.26
H 2.509 1.347 -0.279 0.23
H -0.824 -1.299 -1.318 0.33
H -0.149 -2.238 0.283 0.29
H -1.377 -0.506 1.727 0.38
H 1.433 2.716 0.000 0.29
```

---

Quick look at relative energies in kJ/mol: a 443.9; b 0.0.